Below is a single C4H4ClFOS molecule in a non-equilibrium geometry, with properties calculated with ωB97M-V/def2-TZVPD.

Values from the calculation:
SMILES = C=C(F)[C@@H](Cl)C(O)=S
energy above the lowest of the compared OMol25 structures with the same formula, charge and spin = 1.088 eV
orbital gap = 9.05 eV
LUMO level = -0.281 eV

Geometry as ORCA input:
```
! RIJCOSX wB97M-V def2-TZVPD def2/J DEFGRID3
* xyz 0 1
C 0.336 0.570 -2.336
C 0.426 0.918 -1.053
F 1.436 1.679 -0.630
C -0.593 0.555 -0.012
Cl -1.864 -0.556 -0.678
C 0.116 -0.170 1.144
O -0.467 0.084 2.315
S 1.336 -1.206 0.911
H 0.996 0.985 -3.078
H -0.377 -0.134 -2.614
H -1.102 1.429 0.365
H -0.109 -0.546 2.974
*
```

Results of the Mulliken charge analysis, in e, for atoms 1 through 6:
1 C -0.839
2 C 0.272
3 F -0.240
4 C 0.278
5 Cl -0.173
6 C 0.136

---

Below is a molecular structure, C12H9CuF6N3O6P in a non-equilibrium geometry, with properties calculated with ωB97M-V/def2-TZVPD.

Values from the calculation:
energy above the lowest of the compared OMol25 structures with the same formula, charge and spin = 0.267 eV
orbital gap (alpha / beta) = 8.29 / 7.66 eV
expectation value of S² = 0.7520
LUMO level (alpha / beta) = 2.054 / 1.446 eV

Geometry as ORCA input:
```
! RIJCOSX wB97M-V def2-TZVPD def2/J DEFGRID3
* xyz -1 2
Cu -0.399 -0.092 0.952
O 0.663 1.754 0.659
C 0.641 2.298 -0.440
C 0.058 1.844 -1.673
C 0.250 2.628 -2.814
C -0.261 2.259 -4.044
C -0.968 1.046 -4.173
C -1.165 0.259 -3.087
C -0.703 0.622 -1.778
O -1.024 -0.145 -0.830
N -0.082 3.079 -5.186
O -0.617 2.736 -6.230
O 0.594 4.090 -5.076
H 1.141 3.280 -0.532
H 0.807 3.553 -2.746
H -1.342 0.767 -5.147
H -1.693 -0.679 -3.158
C 1.346 -3.419 3.585
N 1.751 -2.860 2.318
C 2.805 -3.307 1.585
C 3.138 -2.744 0.411
C 2.335 -1.647 -0.151
O 2.581 -1.120 -1.218
N 1.280 -1.283 0.642
C 1.018 -1.811 1.826
O 0.069 -1.330 2.480
H 2.008 -4.236 3.860
H 0.318 -3.780 3.514
H 1.375 -2.640 4.348
H 3.350 -4.139 2.010
H 3.980 -3.082 -0.171
F -2.193 0.463 1.876
P -3.349 1.175 2.924
F -3.150 -0.066 3.935
F -4.445 1.845 3.894
F -3.484 2.376 1.851
F -2.146 1.968 3.647
F -4.488 0.343 2.137
*
```

Results of the Mulliken charge analysis, in e, for atoms 1 through 6:
1 Cu -0.030
2 O -0.426
3 C -0.132
4 C 0.903
5 C -0.575
6 C -0.346

---

Below is a gas-phase ion, C2H8N3 (charge +1) in a non-equilibrium geometry, with properties calculated with ωB97M-V/def2-TZVPD.

Values from the calculation:
SMILES = CNC(N)=[NH2+]
energy above the lowest of the compared OMol25 structures with the same formula, charge and spin = 0.291 eV
orbital gap = 11.88 eV
LUMO level = -3.257 eV

Geometry as ORCA input:
```
! RIJCOSX wB97M-V def2-TZVPD def2/J DEFGRID3
* xyz 1 1
C -0.431 1.296 -1.432
N 0.474 0.645 -0.457
C 0.128 -0.343 0.356
N 0.896 -0.600 1.413
N -1.011 -1.069 0.145
H -0.333 2.365 -1.347
H -0.073 1.065 -2.467
H -1.468 0.984 -1.254
H 1.320 1.139 -0.225
H 1.583 0.106 1.660
H 0.588 -1.020 2.280
H -1.212 -1.736 0.877
H -1.173 -1.361 -0.806
*
```

Results of the Mulliken charge analysis, in e, for atoms 1 through 6:
1 C -0.859
2 N -0.185
3 C 0.701
4 N -0.421
5 N -0.424
6 H 0.309

---

Below is a single CH3NO2 molecule in a non-equilibrium geometry, with properties calculated with ωB97M-V/def2-TZVPD.

Values from the calculation:
SMILES = O=CNO
energy above the lowest of the compared OMol25 structures with the same formula, charge and spin = 3.858 eV
orbital gap = 10.03 eV
LUMO level = 0.944 eV

Geometry as ORCA input:
```
! RIJCOSX wB97M-V def2-TZVPD def2/J DEFGRID3
* xyz 0 1
O 1.607 0.671 0.119
C 0.936 -0.327 0.073
N -0.614 -0.321 -0.152
O -1.200 0.961 0.071
H 0.984 -1.419 -0.075
H -1.270 -1.042 -0.464
H -0.444 1.477 0.427
*
```

Results of the Mulliken charge analysis, in e, for atoms 1 through 6:
1 O -0.502
2 C 0.193
3 N -0.140
4 O -0.404
5 H 0.293
6 H 0.221

---

Below is 3 unconnected molecules or ions with the total composition C30H58BBr2N2O5 in a non-equilibrium geometry, with properties calculated with ωB97M-V/def2-TZVPD.

Values from the calculation:
energy above the lowest of the compared OMol25 structures with the same formula, charge and spin = 7.750 eV
orbital gap (alpha / beta) = 7.26 / 6.37 eV
expectation value of S² = 2.0095
LUMO level (alpha / beta) = 2.205 / 1.311 eV

Geometry as ORCA input:
```
! RIJCOSX wB97M-V def2-TZVPD def2/J DEFGRID3
* xyz -1 3
C -3.882 0.572 2.420
O -2.758 -0.158 1.781
C -2.315 0.564 0.542
C -3.195 -0.018 -0.712
C -3.520 1.130 -1.884
C -5.059 1.685 -1.789
C -5.265 3.021 -0.863
C -4.396 4.333 -1.329
C -3.130 4.682 -0.331
C -2.516 6.236 -0.356
O -1.163 6.142 -0.999
B -1.242 4.816 -1.635
C 0.113 3.977 -2.022
Br 1.399 3.436 -0.542
C 0.382 3.581 -3.441
C -0.569 3.913 -4.734
Br 2.072 2.494 -3.793
O -1.835 3.985 -0.549
H -4.241 1.378 1.650
H -3.580 1.141 3.401
H -4.821 -0.118 2.639
H -2.328 1.728 0.665
H -1.173 0.263 0.390
H -2.509 -0.834 -1.249
H -4.199 -0.551 -0.405
H -3.450 0.525 -2.911
H -2.695 1.960 -1.951
H -5.538 1.817 -2.863
H -5.693 0.818 -1.266
H -6.411 3.328 -0.970
H -5.087 2.855 0.288
H -5.137 5.265 -1.238
H -4.093 4.310 -2.483
H -3.538 4.401 0.729
H -2.250 6.370 0.799
H -3.226 7.107 -0.683
H -1.962 5.003 -2.545
H -0.196 4.893 -5.293
H -1.708 4.046 -4.498
H -0.511 3.035 -5.542
C -2.469 -1.715 5.478
C -2.116 -3.011 4.698
C -3.223 -3.293 3.649
C -4.520 -3.794 4.276
C -4.262 -5.017 5.148
C -3.148 -4.805 6.209
N -1.914 -4.157 5.649
O -1.194 -5.151 4.959
C -3.693 -3.951 7.385
C -2.861 -6.192 6.880
C -0.803 -2.622 3.940
H -2.406 -0.836 4.824
H -3.480 -1.697 5.876
H -1.768 -1.549 6.306
H -2.873 -4.041 2.926
H -3.435 -2.386 3.068
H -4.997 -3.001 4.861
H -5.230 -4.056 3.483
H -5.200 -5.306 5.639
H -3.993 -5.854 4.490
H -2.884 -3.650 8.062
H -4.415 -4.518 7.985
H -4.229 -3.059 7.068
H -2.572 -6.960 6.154
H -3.756 -6.577 7.385
H -2.068 -6.112 7.632
H 0.014 -2.422 4.645
H -0.948 -1.714 3.340
H -0.470 -3.396 3.240
C 8.690 0.781 -4.317
C 7.398 1.023 -3.490
C 7.451 0.169 -2.197
C 7.235 -1.318 -2.459
C 5.934 -1.549 -3.219
C 5.810 -0.707 -4.517
N 6.180 0.737 -4.323
O 5.088 1.369 -3.700
C 6.695 -1.322 -5.634
C 4.356 -0.897 -5.070
C 7.510 2.533 -3.092
H 9.568 1.188 -3.798
H 8.923 -0.269 -4.480
H 8.634 1.278 -5.293
H 6.687 0.514 -1.488
H 8.416 0.305 -1.691
H 8.080 -1.740 -3.011
H 7.197 -1.854 -1.503
H 5.845 -2.618 -3.453
H 5.099 -1.316 -2.545
H 6.754 -0.656 -6.503
H 6.279 -2.273 -5.990
H 7.707 -1.560 -5.311
H 3.587 -0.613 -4.342
H 4.164 -1.949 -5.317
H 4.199 -0.312 -5.984
H 7.467 3.178 -3.978
H 8.461 2.737 -2.584
H 6.723 2.850 -2.398
*
```

Results of the Mulliken charge analysis, in e, for atoms 1 through 6:
1 C -0.183
2 O -0.255
3 C -0.336
4 C -0.678
5 C 0.141
6 C -0.761

---

Below is a single C8H14N2 molecule in a non-equilibrium geometry, with properties calculated with ωB97M-V/def2-TZVPD.

Values from the calculation:
energy above the lowest of the compared OMol25 structures with the same formula, charge and spin = 4.737 eV
orbital gap (alpha / beta) = 6.65 / 8.24 eV
LUMO level (alpha / beta) = 0.180 / 1.072 eV

Geometry as ORCA input:
```
! RIJCOSX wB97M-V def2-TZVPD def2/J DEFGRID3
* xyz 0 1
C 2.207 0.766 0.707
C 2.873 0.021 -0.240
C 0.750 0.866 0.943
C -2.352 -0.353 -0.955
C -2.401 -1.249 0.232
C -0.167 -0.069 0.296
C -1.607 0.054 0.315
C -2.215 1.157 1.152
N 2.317 -0.817 -1.080
N 3.127 -1.459 -1.960
H 2.809 1.405 1.336
H 3.963 0.172 -0.294
H 0.590 0.840 2.030
H 0.451 1.888 0.663
H -1.756 -0.661 -1.799
H -3.239 0.209 -1.212
H -3.315 -1.296 0.802
H -1.841 -2.170 0.211
H 0.270 -0.846 -0.308
H -1.818 2.131 0.872
H -1.998 0.995 2.209
H -3.294 1.183 1.023
H 2.619 -1.750 -2.784
H 4.027 -1.018 -2.159
*
```

Results of the Mulliken charge analysis, in e, for atoms 1 through 6:
1 C -0.988
2 C 0.113
3 C 0.024
4 C -0.806
5 C -0.815
6 C -1.295

---

Below is a molecular structure, C14H14BeBrNO2 in a non-equilibrium geometry, with properties calculated with ωB97M-V/def2-TZVPD.

Values from the calculation:
energy above the lowest of the compared OMol25 structures with the same formula, charge and spin = 0.000 eV
orbital gap = 3.80 eV
LUMO level = 4.522 eV

Geometry as ORCA input:
```
! RIJCOSX wB97M-V def2-TZVPD def2/J DEFGRID3
* xyz -2 1
C -0.439 1.194 -3.846
C 0.964 1.409 -3.677
C 1.154 2.144 -2.468
C -0.130 2.410 -1.913
C -1.113 1.822 -2.761
Be -0.065 -0.825 -0.977
N -1.263 -1.422 -1.793
C -0.438 -2.498 -2.384
C 0.929 -1.907 -1.993
H 2.107 2.463 -2.049
H 1.743 1.100 -4.372
H -0.329 3.002 -1.026
H -2.189 1.876 -2.618
H -0.908 0.666 -4.672
H 1.376 -1.338 -2.824
H -0.621 -3.520 -1.979
H -2.170 -1.741 -1.471
H 1.591 -2.633 -1.521
H -0.516 -2.570 -3.483
Br -1.029 2.370 1.771
C -0.345 1.108 2.991
C -0.511 1.367 4.355
C -0.170 0.415 5.324
C 0.345 -0.819 4.920
C 0.565 -1.074 3.569
C 0.243 -0.119 2.592
C 0.316 -0.601 1.195
O 0.616 -1.800 0.972
O 0.025 0.202 0.183
H -0.936 2.312 4.666
H -0.315 0.645 6.379
H 0.562 -1.592 5.658
H 0.950 -2.045 3.253
*
```

Results of the Mulliken charge analysis, in e, for atoms 1 through 6:
1 C -0.446
2 C -0.614
3 C -0.683
4 C -0.410
5 C -0.591
6 Be -0.780

---

Below is a molecular structure, C26H39F2O5Zn in a non-equilibrium geometry, with properties calculated with ωB97M-V/def2-TZVPD.

Values from the calculation:
orbital gap (alpha / beta) = 5.64 / 7.52 eV
expectation value of S² = 0.7530
LUMO level (alpha / beta) = 0.442 / 0.280 eV

Geometry as ORCA input:
```
! RIJCOSX wB97M-V def2-TZVPD def2/J DEFGRID3
* xyz 0 2
Zn -0.412 0.255 2.753
C 1.257 0.212 -1.170
C 0.791 1.387 -0.228
O 0.276 0.987 1.045
H 0.416 -0.409 -1.482
H 1.931 -0.396 -0.567
H 1.826 0.454 -2.068
H -0.002 1.884 -0.787
H 1.493 2.193 -0.015
F -3.387 -0.435 -4.861
C -3.766 0.210 -3.713
C -3.145 0.025 -2.401
C -3.634 0.666 -1.271
C -4.711 1.580 -1.461
C -5.228 1.879 -2.727
C -4.755 1.148 -3.785
H -2.295 -0.636 -2.490
H -3.139 0.455 -0.334
H -5.142 2.100 -0.618
H -5.983 2.635 -2.887
H -5.302 1.217 -4.714
F 5.833 -2.203 -0.780
C 4.698 -2.892 -1.157
C 4.477 -4.158 -0.638
C 3.350 -4.830 -0.897
C 2.395 -4.294 -1.691
C 2.487 -3.016 -2.186
C 3.638 -2.322 -1.866
H 5.271 -4.561 -0.027
H 3.278 -5.848 -0.541
H 1.605 -4.977 -1.965
H 1.768 -2.479 -2.786
H 3.802 -1.353 -2.312
C -0.817 -2.928 -0.550
C -0.417 -2.610 0.909
O -1.108 -1.748 1.478
C 0.611 -3.409 1.718
H -1.165 -3.960 -0.598
H 0.026 -2.805 -1.231
H -1.726 -2.409 -0.852
H 0.505 -3.105 2.759
H 1.612 -3.087 1.431
H 0.504 -4.493 1.700
C 3.170 -1.430 4.563
C 2.597 -1.066 3.227
O 1.488 -0.604 3.133
C 3.480 -1.212 2.043
H 2.349 -1.841 5.151
H 3.582 -0.623 5.169
H 3.880 -2.242 4.406
H 3.052 -0.854 1.106
H 3.804 -2.249 1.946
H 4.315 -0.539 2.239
C -3.385 2.295 4.197
C -3.252 1.420 2.981
O -2.188 1.392 2.356
C -4.453 0.713 2.538
H -3.655 3.315 3.925
H -2.469 2.263 4.788
H -4.128 1.955 4.918
H -4.275 -0.311 2.212
H -4.596 1.076 1.520
H -5.301 0.636 3.219
C 0.071 6.403 -1.989
C 1.340 5.701 -2.222
O 2.375 6.302 -2.394
C 1.298 4.216 -2.420
H 0.171 7.441 -1.669
H -0.430 6.156 -1.053
H -0.619 6.340 -2.831
H 1.823 3.875 -1.528
H 1.853 3.924 -3.311
H 0.383 3.628 -2.358
*
```

Results of the Mulliken charge analysis, in e, for atoms 1 through 6:
1 Zn -0.190
2 C 0.948
3 C -0.569
4 O -0.175
5 H -0.231
6 H -0.896

---

Below is a single C5H13N molecule in a non-equilibrium geometry, with properties calculated with ωB97M-V/def2-TZVPD.

Values from the calculation:
SMILES = CC[C@H](C)CN
energy above the lowest of the compared OMol25 structures with the same formula, charge and spin = 2.884 eV
orbital gap = 10.35 eV
LUMO level = 1.026 eV

Geometry as ORCA input:
```
! RIJCOSX wB97M-V def2-TZVPD def2/J DEFGRID3
* xyz 0 1
C -2.468 -0.385 0.012
C -0.983 -0.702 -0.165
C -0.017 0.344 0.495
C 0.080 1.619 -0.371
C 1.400 -0.194 0.710
N 2.116 -0.599 -0.541
H -2.705 0.880 -0.104
H -3.027 -1.058 -0.859
H -2.991 -0.822 1.056
H -0.684 -1.757 0.111
H -0.884 -0.811 -1.265
H -0.358 0.668 1.536
H 0.617 2.379 0.247
H 0.610 1.426 -1.348
H -0.982 1.981 -0.686
H 1.969 0.614 1.117
H 1.216 -0.869 1.527
H 1.339 -1.205 -1.256
H 2.995 -1.328 -0.368
*
```

Results of the Mulliken charge analysis, in e, for atoms 1 through 6:
1 C -0.899
2 C -0.742
3 C 0.508
4 C -1.259
5 C -0.930
6 N -0.576

---

Below is a single C12H13P molecule in a non-equilibrium geometry, with properties calculated with ωB97M-V/def2-TZVPD.

Values from the calculation:
energy above the lowest of the compared OMol25 structures with the same formula, charge and spin = 2.485 eV
orbital gap (alpha / beta) = 6.53 / 7.31 eV
LUMO level (alpha / beta) = -0.820 / 0.115 eV

Geometry as ORCA input:
```
! RIJCOSX wB97M-V def2-TZVPD def2/J DEFGRID3
* xyz 0 1
C -3.088 0.007 -0.816
C -3.105 0.466 0.489
C -1.959 0.219 -1.601
C -1.998 1.101 1.021
C -0.868 0.880 -1.092
C -0.852 1.333 0.240
C 2.533 0.905 -0.427
C 2.134 -0.434 -0.062
C 1.155 -0.734 0.748
C 0.282 1.969 0.815
C 3.040 -1.510 -0.642
C 0.105 -1.579 1.248
P 1.780 2.369 -0.020
H -3.940 -0.514 -1.223
H -3.991 0.335 1.093
H -1.947 -0.127 -2.624
H -2.024 1.460 2.042
H 0.000 1.067 -1.710
H 3.406 0.990 -1.062
H 0.133 2.459 1.769
H 4.081 -1.270 -0.429
H 2.899 -1.555 -1.720
H 2.804 -2.481 -0.213
H -0.288 -2.256 0.483
H -0.738 -0.952 1.581
H 0.446 -2.152 2.112
*
```

Results of the Mulliken charge analysis, in e, for atoms 1 through 6:
1 C -0.486
2 C -0.380
3 C -0.676
4 C -0.652
5 C -0.062
6 C 0.514

---

Below is a single C18H22N2 molecule in a non-equilibrium geometry, with properties calculated with ωB97M-V/def2-TZVPD.

Values from the calculation:
SMILES = CC(C)C[C@H](C)N=C1C=CC(=Nc2ccccc2)C=C1
energy above the lowest of the compared OMol25 structures with the same formula, charge and spin = 4.397 eV
orbital gap = 7.40 eV
LUMO level = -0.930 eV

Geometry as ORCA input:
```
! RIJCOSX wB97M-V def2-TZVPD def2/J DEFGRID3
* xyz 0 1
C 4.403 0.801 -2.917
C 2.936 0.831 -2.695
C 2.518 2.223 -3.235
C 2.476 0.819 -1.205
C 2.710 -0.497 -0.432
C 1.924 -1.813 -0.767
N 2.586 -0.164 1.036
C 1.481 0.055 1.696
C 0.134 0.033 1.093
C -0.977 0.302 1.944
C -0.802 0.666 3.379
N -1.777 1.025 4.122
C -3.051 1.139 3.715
C -3.892 0.159 3.196
C -5.258 0.391 2.822
C -5.678 1.729 2.742
C -4.783 2.749 2.999
C -3.512 2.476 3.457
C 0.518 0.323 4.026
C 1.482 -0.056 3.165
H 4.665 1.373 -3.822
H 4.946 1.186 -2.022
H 4.748 -0.246 -3.011
H 2.375 0.132 -3.290
H 2.417 2.141 -4.416
H 3.134 3.091 -3.104
H 1.562 2.517 -2.827
H 2.969 1.709 -0.752
H 1.442 1.150 -1.064
H 3.767 -0.663 -0.610
H 1.428 -2.152 0.128
H 1.247 -1.703 -1.569
H 2.701 -2.591 -0.808
H -0.246 0.091 0.036
H -1.967 0.541 1.426
H -3.589 -0.911 3.208
H -5.967 -0.400 2.614
H -6.722 1.964 2.440
H -5.182 3.820 2.848
H -2.835 3.289 3.809
H 0.610 0.233 5.123
H 2.396 -0.414 3.603
*
```

Results of the Mulliken charge analysis, in e, for atoms 1 through 6:
1 C -1.507
2 C 0.988
3 C -1.668
4 C -1.356
5 C 0.358
6 C -1.411